Below is an isolated molecule of C3H9N3, with properties calculated with the ωB97M-V functional and the def2-TZVPD basis.

Properties
Energy relative to the best compared isomer or geometry (same formula, charge and spin): 3.875 eV
HOMO-LUMO gap: 9.24 eV
2S+1: 1
SMILES: C/C(=C\N)NN
E: -7723.699 eV

Geometry (Å):
N -1.38 -0.40 0.85
N 1.35 -0.64 -1.87
N -2.39 0.48 0.48
C -0.03 -0.62 -1.00
C 1.15 0.57 1.01
C 0.18 -0.19 0.20
H 0.63 1.34 1.59
H 2.12 -0.07 -1.54
H 1.73 -1.58 -2.01
H -1.23 -0.37 1.86
H -2.03 1.43 0.29
H -0.81 -1.06 -1.59
H 1.90 1.07 0.39
H -2.86 0.15 -0.36
H 1.67 -0.10 1.71